No. 1
C33H40N4P2PbSe as an isolated structure in a non-equilibrium geometry. Source: OMol25; level of theory: wB97M-V/def2-TZVPD.

```
81
Properties=species:S:1:pos:R:3:forces:R:3:mulliken_charge:R:1
Pb 0.000 0.000 0.000 -0.8 0.0 5.3 1.890
C -2.116 1.924 -8.521 0.1 -0.3 0.2 -0.392
C -2.186 0.710 -7.962 0.1 0.4 -0.1 -0.306
C -1.363 -0.526 -8.214 0.1 0.0 -0.3 -0.369
C -0.013 -0.343 -8.942 -0.1 0.0 0.0 -0.960
C 0.936 0.572 -8.208 -0.1 0.4 0.1 -0.252
C 1.006 1.908 -8.240 0.0 -0.3 0.1 -0.444
C 0.184 2.907 -9.012 -0.1 0.0 -0.1 -0.543
C -1.166 2.422 -9.584 0.1 0.0 0.0 -0.895
C 1.420 0.562 1.456 1.7 2.1 2.6 -1.498
H -2.815 2.672 -8.147 0.0 -0.1 -0.1 0.336
H -2.953 0.574 -7.198 0.0 0.0 -0.1 0.599
H -1.972 -1.253 -8.774 0.1 0.1 0.1 0.370
H -1.170 -0.999 -7.241 0.0 0.0 0.0 -0.013
H 0.452 -1.332 -9.024 -0.1 0.1 0.0 0.415
H -0.183 -0.005 -9.966 0.1 -0.1 0.2 0.340
H 1.636 0.066 -7.542 0.0 0.1 -0.1 0.382
H 1.774 2.367 -7.615 -0.1 -0.1 -0.1 0.370
H 0.793 3.312 -9.835 -0.1 -0.1 0.2 0.345
H -0.009 3.760 -8.347 0.0 -0.1 -0.1 0.319
H -1.632 3.274 -10.094 0.1 -0.2 0.1 0.388
H -0.997 1.667 -10.355 -0.1 0.2 0.1 0.314
H 1.034 1.357 2.119 0.2 -0.4 -0.4 0.471
H 2.360 0.917 0.985 -0.8 0.0 -0.2 0.556
H 1.656 -0.333 2.070 -0.5 0.6 -0.7 0.456
P 1.617 -0.471 -1.577 6.9 -1.9 -5.9 -0.048
P -1.466 -0.688 -1.645 -6.3 -1.4 -5.7 -0.850
N 2.641 0.826 -2.103 -1.3 -0.5 1.0 0.591
N 2.846 -1.683 -1.286 -1.4 0.9 0.1 0.662
N -2.097 0.578 -2.657 1.1 -0.7 1.5 0.594
N -2.861 -1.656 -1.276 1.8 1.1 0.8 0.575
C 0.826 -1.072 -3.164 -0.1 0.4 0.2 -1.377
C -0.533 -1.731 -2.871 0.8 -0.1 0.9 -0.888
C 2.428 2.159 -1.733 0.3 0.5 -0.4 -0.387
C 3.286 2.946 -2.473 -0.5 -0.2 0.5 -0.675
C 4.046 2.079 -3.327 -0.3 -0.7 0.2 -0.708
C 3.631 0.783 -3.091 0.3 0.3 -0.2 -0.380
C 3.677 -1.674 -0.164 0.4 -0.6 0.3 -0.511
C 4.285 -2.911 -0.070 -0.3 0.7 0.0 -0.689
C 3.796 -3.718 -1.149 -0.5 0.5 -0.4 -0.689
C 2.905 -2.949 -1.873 0.2 -0.9 0.3 -0.348
C -2.345 1.863 -2.160 -0.2 0.7 -0.5 -0.415
C -2.848 2.634 -3.189 0.3 -0.3 0.7 -0.943
C -2.914 1.806 -4.357 0.3 -0.7 0.3 -0.294
C -2.452 0.552 -4.011 -0.1 0.4 -0.6 -0.434
C -3.926 -2.003 -2.110 -0.6 -0.3 -0.3 -0.243
C -4.693 -2.945 -1.451 0.6 0.6 -0.3 -0.621
C -4.079 -3.196 -0.180 0.6 0.5 0.1 -0.762
C -2.958 -2.395 -0.092 -0.8 -0.6 0.4 -0.162
H 1.508 -1.740 -3.723 -0.3 0.5 0.3 0.696
H 0.686 -0.155 -3.768 0.1 -0.3 0.2 0.448
H -1.110 -1.906 -3.797 -0.1 0.3 0.6 0.632
H -0.409 -2.710 -2.367 -0.1 0.3 -0.2 0.431
H 1.678 2.395 -0.976 0.4 0.1 -0.3 0.388
H 3.372 4.033 -2.403 0.0 -0.5 0.0 0.461
H 4.828 2.376 -4.030 -0.4 -0.2 0.4 0.466
H 3.958 -0.173 -3.503 -0.1 0.5 0.2 0.493
H 3.763 -0.776 0.449 0.1 -0.4 -0.3 0.477
H 5.018 -3.203 0.684 -0.3 0.2 -0.4 0.464
H 4.079 -4.747 -1.377 -0.1 0.5 0.1 0.459
H 2.310 -3.189 -2.755 0.4 0.0 0.5 0.400
H -2.121 2.087 -1.116 -0.2 0.1 -0.4 0.455
H -3.130 3.687 -3.116 0.1 -0.6 0.0 0.442
H -3.259 2.105 -5.351 0.2 -0.2 0.5 0.423
H -2.338 -0.352 -4.608 -0.1 0.4 0.2 0.495
H -4.059 -1.515 -3.076 0.0 -0.2 0.4 0.459
H -5.614 -3.394 -1.832 0.5 0.2 0.1 0.439
H -4.434 -3.879 0.595 0.2 0.3 -0.4 0.457
H -2.213 -2.256 0.693 -0.6 -0.3 -0.4 0.174
Se 0.147 -2.292 1.398 -0.1 -0.5 0.0 -0.157
C -0.262 -1.470 3.108 0.0 0.5 0.2 0.185
C -1.386 -0.648 3.275 0.3 0.1 0.4 -0.002
C -1.617 -0.017 4.503 0.5 -0.3 -0.1 -0.846
C -0.729 -0.206 5.568 0.0 -0.2 -0.4 -0.450
C 0.388 -1.027 5.408 -0.4 0.0 -0.4 -0.610
C 0.621 -1.658 4.181 -0.1 0.2 -0.1 -0.220
H -2.070 -0.483 2.454 -0.2 -0.1 -0.1 0.334
H -2.478 0.627 4.630 0.0 -0.1 0.0 0.432
H -0.902 0.290 6.515 0.0 0.0 0.0 0.415
H 1.080 -1.170 6.229 0.0 0.0 -0.1 0.410
H 1.498 -2.282 4.059 0.0 0.0 0.0 0.473
```
Positions in Å, forces in eV/Å.

Properties
LUMO level = -8.4 eV
highest occupied orbital energy = -12.7 eV
maximum force = 9.262 eV/Å
charge = +2
energy relative to the best compared isomer or geometry (same formula, charge and spin) = 0.0 kJ/mol
molar mass = 840.819 g mol⁻¹


No. 2
One molecule with the formula C33H40O15 in a non-equilibrium geometry. Source: OMol25; level of theory: wB97M-V/def2-TZVPD.

```
88
Properties=species:S:1:pos:R:3:forces:R:3:mulliken_charge:R:1
C -4.277 3.162 5.634 -0.3 -0.1 0.0 -0.867
O -2.943 3.577 5.449 0.3 0.1 -0.1 -0.462
C -2.257 3.113 4.380 0.2 0.0 -0.2 0.897
C -0.954 3.600 4.233 -0.2 0.0 0.1 -0.821
C -0.172 3.209 3.172 -0.1 -0.2 0.0 0.125
C -0.669 2.311 2.223 -0.2 -0.2 0.1 -0.243
C 0.127 1.902 1.063 0.5 0.8 -0.3 0.445
O -0.059 0.613 0.727 -0.1 -0.1 0.1 -0.691
C 0.562 0.084 -0.354 0.4 -0.4 -0.8 -0.013
C 0.263 -1.236 -0.684 -0.2 0.0 0.2 -0.211
C -0.725 -2.049 0.109 0.0 -0.1 0.0 -0.476
C -0.067 -3.238 0.751 -0.2 0.0 0.1 -0.658
C -0.549 -4.470 0.873 0.0 -0.1 0.1 1.154
C 0.236 -5.542 1.575 0.0 0.2 0.0 -1.486
C -1.889 -4.934 0.382 0.1 0.2 0.0 -1.505
C 0.913 -1.793 -1.791 -0.1 0.4 0.2 0.877
O 0.589 -3.094 -2.051 0.1 0.3 0.2 0.211
C 0.983 -3.699 -3.257 -0.4 -0.2 -0.9 -0.217
O 2.361 -3.903 -3.386 -0.1 0.1 0.0 -0.466
C 2.972 -4.799 -2.463 0.2 -0.4 0.4 0.183
C 3.152 -4.184 -1.062 -0.2 0.3 -0.4 -0.276
O 3.974 -4.978 -0.249 0.4 -0.4 0.2 -0.557
C 2.242 -6.146 -2.417 -0.1 0.5 0.5 -0.523
O 2.474 -6.901 -3.588 0.0 -0.2 -0.4 -0.670
C 0.728 -5.944 -2.205 0.3 0.2 -0.4 2.316
O 0.065 -7.176 -2.154 -0.2 -0.3 0.0 -0.678
C 0.181 -5.022 -3.314 0.5 0.1 0.5 -1.070
O -1.186 -4.777 -3.191 -0.4 0.1 0.1 -0.684
C 1.828 -1.067 -2.540 0.2 0.0 -0.3 -0.782
C 2.124 0.248 -2.205 -0.4 -0.3 0.3 -0.199
O 3.013 0.919 -2.933 0.1 0.3 0.0 -0.715
C 1.476 0.846 -1.098 0.0 0.1 0.1 -0.145
C 1.761 2.223 -0.735 0.0 -0.2 0.1 1.495
O 2.621 2.896 -1.325 -0.1 0.0 0.1 -0.948
C 0.967 2.731 0.372 -0.4 -0.1 0.2 0.478
O 1.053 4.054 0.766 0.1 -0.4 0.0 -0.629
C 1.031 5.003 -0.281 0.6 0.7 -0.6 -0.178
O -0.030 4.836 -1.169 0.0 -0.2 0.0 -0.478
C -1.343 5.216 -0.726 -0.6 -0.1 0.2 0.036
C -2.312 4.092 -1.075 0.3 0.4 0.0 -1.389
C -1.404 5.530 0.778 0.5 0.1 -0.1 1.686
O -2.673 6.019 1.117 -0.3 0.2 0.1 -0.690
C -0.315 6.553 1.194 0.0 -0.6 0.1 0.009
O -0.825 7.857 1.064 0.0 0.4 -0.1 -0.691
C 0.975 6.396 0.346 -0.1 -0.5 0.5 -0.320
O 0.997 7.355 -0.687 0.1 0.2 -0.4 -0.711
C -1.955 1.802 2.390 0.3 0.1 -0.1 -0.861
C -2.747 2.202 3.447 -0.3 0.1 0.3 -0.610
H -4.343 2.082 5.795 0.0 0.0 0.0 0.340
H -4.624 3.680 6.526 0.0 -0.1 -0.1 0.240
H -4.904 3.446 4.783 0.0 0.0 0.0 0.343
H -0.582 4.291 4.972 0.1 0.1 0.1 0.453
H 0.831 3.589 3.068 0.1 0.1 0.0 0.517
H -1.152 -1.415 0.889 -0.1 0.0 -0.1 0.154
H -1.531 -2.365 -0.556 -0.1 0.0 0.1 0.455
H 0.904 -3.017 1.177 0.2 -0.1 0.1 0.331
H 1.255 -5.224 1.779 0.1 0.0 0.0 0.306
H -0.244 -5.793 2.521 0.0 -0.1 0.1 0.470
H 0.264 -6.449 0.973 0.0 -0.1 0.0 0.326
H -1.771 -5.776 -0.300 0.0 -0.1 -0.1 0.315
H -2.481 -5.284 1.227 -0.1 -0.1 0.0 0.467
H -2.450 -4.148 -0.116 -0.1 0.0 -0.1 0.342
H 0.717 -3.055 -4.108 0.0 -0.1 0.3 0.719
H 3.970 -4.964 -2.895 -0.1 -0.1 0.1 0.425
H 3.559 -3.170 -1.180 -0.1 -0.1 0.0 0.376
H 2.197 -4.119 -0.542 0.0 0.1 0.0 -0.385
H 4.856 -5.028 -0.635 -0.1 0.0 0.1 0.385
H 2.641 -6.746 -1.591 -0.1 0.2 -0.1 0.688
H 2.443 -6.308 -4.348 0.0 0.0 0.0 0.454
H 0.550 -5.459 -1.241 0.1 0.0 0.0 -1.569
H 0.399 -7.723 -2.877 0.0 0.1 0.0 0.457
H 0.311 -5.485 -4.298 0.1 0.1 0.1 0.529
H -1.348 -4.433 -2.302 0.0 0.0 -0.1 0.305
H 2.343 -1.507 -3.377 0.1 0.0 -0.1 0.581
H 3.102 1.825 -2.529 -0.1 -0.3 0.0 0.377
H 1.930 4.903 -0.904 -0.3 0.0 0.3 0.563
H -1.633 6.122 -1.283 0.1 -0.1 0.1 0.278
H -2.012 3.179 -0.567 0.0 -0.1 0.1 0.108
H -3.309 4.371 -0.746 -0.1 0.0 0.0 0.395
H -2.310 3.918 -2.147 -0.1 -0.1 -0.1 0.407
H -1.255 4.600 1.335 0.0 0.2 -0.1 -1.242
H -2.596 6.988 1.138 0.0 -0.1 -0.1 0.445
H -0.084 6.387 2.252 0.0 0.0 -0.1 0.399
H -0.350 8.268 0.320 -0.1 -0.1 0.1 0.400
H 1.856 6.574 0.967 -0.1 -0.1 -0.1 0.578
H 0.622 6.949 -1.481 0.0 0.0 0.0 0.443
H -2.347 1.103 1.667 0.0 -0.1 -0.1 0.410
H -3.745 1.802 3.532 -0.1 0.0 0.0 0.423
```
Positions in Å, forces in eV/Å.

Properties
LUMO level = -0.1 eV
highest occupied orbital energy = -8.2 eV
maximum force = 1.053 eV/Å
energy relative to the best compared isomer or geometry (same formula, charge and spin) = 33.8 kJ/mol
molar mass = 676.668 g mol⁻¹


No. 3
C33H41N5SeSn as an isolated structure in a non-equilibrium geometry. Source: OMol25; level of theory: wB97M-V/def2-TZVPD.

```
81
Properties=species:S:1:pos:R:3:forces:R:3:mulliken_charge:R:1
Sn -0.516 0.188 -0.562 -0.1 -1.1 0.6 0.452
N -4.136 2.285 2.414 -1.0 1.4 0.5 -0.684
N -2.085 0.326 -3.230 -0.5 -0.3 -0.2 -0.409
C 1.087 -2.265 0.842 -0.5 0.6 0.2 0.928
C -0.248 -2.652 1.060 0.3 1.1 0.6 0.403
C -0.743 -1.943 2.236 1.0 0.4 -0.8 0.481
C -1.988 -2.062 2.801 0.2 -0.7 0.7 -2.003
H -2.721 -2.727 2.359 -0.1 0.1 0.2 0.176
H -3.418 -0.082 2.651 -0.1 0.2 -0.6 0.121
H -2.188 -1.593 3.763 -0.3 0.0 -0.3 0.533
C 0.326 -1.041 2.645 0.0 -1.1 -1.0 0.991
C 0.236 -0.078 3.756 0.2 0.3 0.5 -1.182
H 0.872 -0.398 4.599 -0.1 0.2 0.1 0.340
H -0.794 0.003 4.120 0.2 0.1 -0.1 0.213
H 0.570 0.920 3.436 -0.1 -0.1 0.1 -0.028
C 1.442 -1.277 1.833 -1.1 -0.3 0.0 0.209
C 2.781 -0.674 2.048 0.2 0.2 0.2 -1.571
H 2.743 0.426 2.024 0.1 -0.1 0.0 0.088
H 3.506 -1.021 1.304 0.0 0.1 0.0 0.472
H 3.161 -0.964 3.042 0.1 0.1 -0.1 0.324
C -1.025 -3.677 0.338 -0.2 -0.5 -0.1 -1.020
H -0.879 -4.664 0.812 -0.1 -0.1 -0.2 0.263
H -0.723 -3.764 -0.717 -0.1 0.0 0.2 -0.236
H -2.099 -3.453 0.380 0.2 -0.1 -0.1 0.393
C 2.011 -2.884 -0.144 0.2 -0.3 -0.1 -0.934
H 2.845 -2.217 -0.395 -0.1 -0.2 -0.1 0.238
H 1.486 -3.146 -1.074 0.2 0.0 0.1 -0.070
H 2.437 -3.818 0.266 0.1 0.1 -0.2 0.297
C -4.459 3.556 2.255 0.6 -0.2 -0.7 -0.294
H -4.977 4.039 3.090 0.1 0.0 0.0 0.409
C -4.140 4.325 1.116 -0.3 0.5 1.2 -0.704
H -4.363 5.392 1.119 0.1 -0.2 -0.1 0.318
C -3.510 3.675 0.055 -0.2 -1.5 -0.5 -0.043
H -3.186 4.262 -0.806 -0.1 -0.3 0.0 0.351
C -3.362 2.290 0.102 0.0 1.1 -0.4 -0.883
H -3.025 1.715 -0.769 0.0 0.3 0.3 0.848
C -3.590 1.602 1.350 0.3 -1.9 0.4 0.214
C -3.257 0.277 1.631 -0.4 0.5 -0.9 -0.764
H -2.968 -0.439 0.837 -0.1 0.6 0.7 0.345
C -0.924 -0.116 -2.778 0.3 -0.5 -0.3 -0.418
C -2.369 -0.341 -4.408 1.0 0.1 0.2 -1.413
H -3.293 -0.211 -4.954 0.1 0.1 0.0 0.387
C -1.318 -1.152 -4.732 -0.3 0.1 0.1 -0.073
H -1.175 -1.791 -5.583 0.1 0.0 -0.1 0.686
N -0.388 -1.037 -3.702 -0.7 0.3 0.2 0.641
C 0.817 -1.784 -3.625 0.0 0.2 -0.3 0.623
C 0.786 -3.144 -4.001 0.7 0.3 0.2 0.385
C 2.008 -3.778 -4.238 0.0 0.2 0.2 -1.095
H 2.009 -4.801 -4.619 0.0 0.1 0.2 0.263
C 3.227 -3.152 -3.985 -0.2 0.3 0.0 0.773
C 4.517 -3.847 -4.311 0.2 -0.1 -0.1 -1.592
H 5.318 -3.515 -3.641 -0.1 -0.1 -0.1 0.372
H 4.835 -3.632 -5.342 0.0 0.0 0.2 0.290
H 4.404 -4.934 -4.220 0.1 0.2 0.0 0.367
C 3.223 -1.854 -3.472 -0.2 -0.4 -0.2 -1.056
H 4.180 -1.375 -3.252 -0.3 0.0 0.0 0.244
C 2.033 -1.142 -3.300 -0.1 -0.4 -0.3 1.850
C 2.097 0.273 -2.825 0.6 0.3 0.1 -1.619
H 1.589 0.963 -3.511 -0.1 -0.2 0.3 0.284
H 3.153 0.574 -2.750 -0.2 0.0 -0.1 0.399
H 1.674 0.402 -1.805 0.1 0.0 -0.6 0.003
C -0.462 -3.965 -4.083 -0.3 -0.6 -0.3 -1.336
H -1.220 -3.573 -4.768 0.1 -0.1 0.3 0.328
H -0.932 -4.124 -3.099 0.1 0.3 -0.2 0.113
H -0.176 -4.960 -4.453 -0.1 0.1 0.1 0.378
C 2.067 5.054 1.478 0.1 0.0 0.0 -0.843
N 1.158 4.702 2.551 0.2 -0.1 0.1 0.282
C 1.166 5.249 3.823 -0.3 -0.1 0.0 -0.536
C 0.144 4.678 4.504 0.3 -0.1 -0.6 -0.522
N -0.460 3.770 3.656 0.6 0.0 -0.4 0.553
C -1.625 2.987 4.009 -0.5 -0.2 0.1 -0.435
C 0.183 3.754 2.438 -0.7 0.3 -0.2 -0.466
Se -0.145 2.776 0.872 0.7 1.0 1.3 -0.450
H 2.800 4.256 1.307 -0.2 0.1 0.0 0.239
H 2.590 5.973 1.761 -0.1 -0.1 0.0 0.299
H 1.509 5.217 0.549 0.1 -0.1 0.2 0.318
H 1.888 5.986 4.116 0.0 0.1 0.1 0.400
H -0.203 4.825 5.508 0.0 0.0 0.1 0.442
H -2.542 3.588 3.956 0.3 -0.1 -0.1 0.274
H -1.730 2.156 3.303 0.0 0.1 0.1 -0.312
H -1.516 2.604 5.033 0.1 0.0 -0.3 0.396
```
Positions in Å, forces in eV/Å.

Properties
LUMO level (alpha / beta) = 4.2 / 4.2 eV
highest occupied orbital energy (alpha / beta) = 1.1 / 0.8 eV
maximum force = 1.965 eV/Å
charge = -2
energy relative to the best compared isomer or geometry (same formula, charge and spin) = 0.0 kJ/mol
molar mass = 705.397 g mol⁻¹